Entry 1:
103
Properties=species:S:1:pos:R:3:forces:R:3:lowdin_charge:R:1 method="wB97M-V/def2-TZVPD" e_tot_ev=-66287.517 mol_weight_g_mol=653.6 total_charge=+1 orbital_gap_ev=6.88 homo_ha=-0.3959
C 5.6818 -3.2682 1.7722 0.4 0.2 -0.2 -0.06
C 5.5266 -2.6300 0.4107 -0.1 -0.3 0.3 -0.25
O 5.4222 -1.1907 0.5770 0.1 -0.1 0.0 -0.24
P 5.7943 -0.2414 -0.6501 0.3 0.1 -0.6 0.45
O 6.6476 -0.8417 -1.6790 -0.1 -0.2 0.2 -0.23
C 4.2277 0.3478 -1.3167 0.0 0.6 0.0 -0.15
C 3.5565 1.4945 -0.5460 0.3 0.0 0.0 -0.10
N 2.3385 1.0638 0.1735 0.0 0.0 -0.1 -0.02
C 1.2181 1.7845 0.0845 0.0 0.1 -0.1 0.06
C 0.0653 1.4297 0.7496 -0.1 0.1 0.2 -0.09
C -1.1601 2.2829 0.5568 0.1 -0.1 0.0 -0.06
C -1.9923 1.7457 -0.5977 -0.2 0.0 -0.2 -0.42
C -2.8899 0.5728 -0.3273 0.2 -0.1 -0.2 -0.02
N -1.9388 2.2242 -1.7684 0.1 -0.1 0.1 0.16
C 0.1158 0.2884 1.5436 0.1 -0.2 0.1 0.01
C -1.0878 -0.1275 2.3495 -0.2 0.1 0.2 -0.49
O -1.5849 0.5887 3.1779 0.1 -0.4 -0.4 0.16
O -1.4915 -1.3625 2.0232 0.0 0.3 0.4 0.12
C 1.2879 -0.4746 1.6356 -0.1 0.0 0.2 0.03
B 1.3081 -1.8092 2.5064 0.4 -0.5 0.0 -0.59
N 1.6109 -3.0576 1.8703 -0.9 0.7 -0.5 0.21
O 1.0613 -1.6852 3.8424 -0.8 0.3 -0.3 0.18
C 2.3816 -0.0477 0.9245 0.1 -0.1 0.1 0.05
O 6.3429 1.0691 0.0406 0.0 -0.2 0.3 -0.22
C 7.5868 0.9560 0.7906 0.1 0.3 0.1 -0.23
C 7.4013 1.5024 2.1877 0.0 0.0 0.2 -0.06
H 4.9512 -2.8852 2.4797 -0.1 -0.1 0.0 0.07
H 5.5925 -4.3471 1.6641 -0.2 -0.1 0.1 0.09
H 6.6833 -3.0758 2.1554 0.0 0.1 0.1 0.08
H 6.3800 -2.8611 -0.2194 0.0 0.1 -0.2 0.11
H 4.6212 -2.9948 -0.0772 -0.1 0.1 -0.1 0.12
H 4.4756 0.7242 -2.3097 -0.1 -0.1 -0.1 0.09
H 3.5553 -0.4994 -1.4408 0.0 -0.1 -0.2 0.11
H 4.2333 1.9191 0.1918 0.0 0.0 0.1 0.13
H 3.2931 2.3004 -1.2241 -0.3 -0.1 0.0 0.13
H 1.2547 2.6605 -0.5450 0.1 0.0 0.0 0.15
H -1.7307 2.3019 1.4826 -0.1 0.1 0.0 0.12
H -0.8357 3.2873 0.2938 -0.1 0.1 0.1 0.13
H -2.3077 -0.3499 -0.4030 0.0 0.0 0.1 0.09
H -3.6475 0.5350 -1.1034 -0.1 0.0 0.0 0.09
H -3.3472 0.6156 0.6596 -0.1 0.0 0.0 0.08
H -1.2967 3.0145 -1.8271 0.0 0.1 -0.1 0.06
H -2.2723 -1.5853 2.5809 -0.3 -0.2 0.0 0.11
H 1.6762 -2.9738 0.8627 0.1 -0.1 0.0 0.08
H 0.9231 -3.7838 2.0388 0.5 -0.4 0.4 0.10
H 0.5326 -2.3991 4.2115 0.4 -0.2 0.3 0.12
H 3.3168 -0.5906 0.9479 0.1 0.1 0.0 0.13
H 8.3236 1.5342 0.2401 0.1 -0.1 -0.1 0.13
H 7.9252 -0.0780 0.8197 -0.1 -0.1 -0.1 0.11
H 8.1260 1.0440 2.8591 0.1 0.0 0.0 0.08
H 7.5387 2.5799 2.2339 -0.1 0.1 -0.1 0.08
H 6.4126 1.2671 2.5787 -0.1 -0.1 0.0 0.08
C -5.7764 5.3105 -0.6291 0.0 0.1 0.0 -0.07
C -6.0825 4.0956 -1.4991 0.1 0.0 0.1 -0.43
C -6.9496 3.0360 -0.8078 -0.1 0.0 -0.1 -0.20
O -6.2615 2.2410 0.1440 0.1 0.0 0.0 -0.20
C -6.1175 2.8154 1.4276 0.0 -0.1 0.0 -0.11
N -4.8238 3.5337 -1.9931 -0.1 0.0 0.0 0.04
H -5.0072 5.0910 0.1124 0.0 0.0 0.0 0.06
H -5.4041 6.1262 -1.2475 0.0 0.0 0.0 0.08
H -6.6673 5.6616 -0.1059 0.0 0.0 0.0 0.08
H -6.6515 4.4475 -2.3644 -0.1 0.0 0.0 0.14
H -7.2993 2.3334 -1.5676 0.0 0.0 0.0 0.12
H -7.8382 3.4886 -0.3491 0.0 0.0 0.0 0.12
H -6.9889 3.4197 1.6947 0.0 0.0 0.0 0.09
H -5.2192 3.4354 1.5020 0.0 0.1 0.0 0.07
H -6.0292 1.9978 2.1434 0.0 0.0 0.0 0.08
H -5.0121 2.7998 -2.6694 0.0 0.1 -0.1 0.07
H -4.3799 3.0520 -1.2180 0.1 0.1 0.0 0.03
C 3.7592 -0.2509 -7.4177 0.0 0.0 -0.1 -0.06
C 2.7277 -0.2745 -6.2948 0.2 0.0 0.0 -0.43
C 2.4957 1.0877 -5.6306 -0.2 0.0 0.0 -0.21
O 3.5188 1.5010 -4.7405 0.1 0.0 0.1 -0.22
C 4.6544 2.0943 -5.3515 0.0 0.0 0.1 -0.10
N 3.0994 -1.3162 -5.3322 -0.1 0.1 0.1 0.04
H 4.7771 -0.2200 -7.0293 0.0 0.0 0.0 0.07
H 3.6729 -1.1538 -8.0198 0.0 0.0 0.0 0.08
H 3.6136 0.6091 -8.0734 0.0 0.0 0.0 0.08
H 1.7684 -0.5642 -6.7334 0.0 0.0 0.0 0.14
H 1.5929 1.0157 -5.0174 0.0 0.0 0.0 0.12
H 2.3159 1.8672 -6.3813 0.0 0.0 0.0 0.12
H 4.3697 2.6790 -6.2298 0.0 0.0 0.0 0.09
H 5.3979 1.3484 -5.6380 0.0 0.0 -0.1 0.08
H 5.1089 2.7619 -4.6194 0.0 0.0 0.0 0.08
H 2.3560 -1.4294 -4.6493 0.0 -0.1 -0.1 0.06
H 3.9010 -0.9882 -4.8000 0.1 -0.1 -0.1 0.06
C -4.1033 -4.6753 3.0996 0.1 0.0 0.0 -0.06
C -4.1101 -3.7259 4.2934 -0.1 -0.1 -0.2 -0.42
C -5.2337 -3.9905 5.3014 0.0 0.0 0.2 -0.21
O -6.5052 -3.5491 4.8835 0.0 0.0 -0.1 -0.18
C -7.2174 -4.4291 4.0308 -0.1 0.0 0.1 -0.10
N -4.1403 -2.3381 3.8052 0.4 0.2 0.0 0.04
H -4.8811 -4.4231 2.3794 0.0 0.0 0.0 0.07
H -3.1482 -4.6173 2.5755 0.0 0.0 0.0 0.07
H -4.2503 -5.7084 3.4154 0.0 0.0 0.0 0.08
H -3.1677 -3.8676 4.8318 0.0 0.0 0.1 0.13
H -5.0147 -3.4230 6.2095 0.0 0.0 0.0 0.13
H -5.2653 -5.0512 5.5807 0.0 0.0 -0.1 0.13
H -7.0234 -5.4741 4.2890 0.0 0.0 0.0 0.09
H -6.9738 -4.2663 2.9781 0.0 -0.1 0.0 0.08
H -8.2775 -4.2256 4.1699 0.0 0.0 0.0 0.09
H -4.0353 -1.7064 4.5951 0.0 0.0 0.0 0.09
H -5.0811 -2.1554 3.4650 0.0 0.0 -0.1 0.08



Entry 2:
105
Properties=species:S:1:pos:R:3:forces:R:3:lowdin_charge:R:1 method="wB97M-V/def2-TZVPD" e_tot_ev=-1169704.384 mol_weight_g_mol=1738.2 de_lowest_kj_mol=33.1 smiles=CCCCCCCCP(CN)#P(C)C.BrCCBr.BrCCBr.BrCCBr.BrCCBr.BrCCBr.BrCCBr.BrCCBr.BrCCBr orbital_gap_ev=7.90 homo_ha=-0.2830
C 2.7915 -4.0183 -1.4831 -0.3 0.3 -0.3 -0.15
C 2.6123 -2.5151 -1.6988 0.2 -0.4 0.5 -0.25
C 2.8924 -1.7424 -0.4005 0.4 -0.1 -0.5 -0.22
C 3.6007 -0.4020 -0.6159 -0.5 0.0 -0.1 -0.23
C 2.8720 0.6191 -1.5115 -0.1 -0.2 0.7 -0.21
C 1.3545 0.5814 -1.3067 0.6 0.6 -0.2 -0.23
C 0.6974 1.8786 -1.7767 0.2 -0.3 -0.5 -0.26
C -0.7240 1.6923 -2.2931 0.0 -0.2 0.3 -0.46
P -2.0257 1.3796 -1.0008 -0.3 0.5 0.5 0.78
C -1.2402 0.6146 0.5090 -0.6 -0.2 0.2 -0.50
N -2.2858 0.6272 1.5562 0.2 0.0 -0.2 -0.09
P -3.1930 -0.2209 -1.9279 -0.3 0.0 -0.9 0.65
C -1.9575 -1.4531 -2.5561 0.2 0.3 0.4 -0.36
C -3.9989 -1.1570 -0.5554 0.4 -0.1 0.0 -0.38
H 1.9581 -4.3910 -0.8967 0.0 -0.2 0.3 0.05
H 2.7896 -4.5695 -2.4188 0.0 -0.1 -0.1 0.05
H 3.7301 -4.2333 -0.9796 0.1 -0.1 0.1 0.05
H 1.5886 -2.3468 -2.0197 -0.1 0.2 -0.3 0.09
H 3.2908 -2.1937 -2.4870 0.0 0.2 -0.1 0.11
H 3.5728 -2.3591 0.1836 0.1 -0.1 0.2 0.10
H 1.9898 -1.6510 0.1975 -0.2 0.1 0.0 0.10
H 4.5823 -0.6440 -1.0195 0.2 0.2 0.0 0.10
H 3.7370 0.0632 0.3590 0.2 0.0 0.2 0.10
H 3.1381 0.4990 -2.5576 -0.1 -0.1 -0.2 0.11
H 3.1983 1.6121 -1.2093 0.2 0.2 -0.1 0.05
H 0.9494 -0.2518 -1.8722 -0.3 -0.2 0.2 0.10
H 1.1848 0.4570 -0.2448 -0.2 -0.3 0.1 0.08
H 0.7863 2.6627 -1.0264 -0.1 0.1 0.2 0.10
H 1.2889 2.2205 -2.6280 0.0 0.2 -0.1 0.11
H -1.0512 2.5810 -2.8191 0.0 0.2 0.0 -0.03
H -0.6953 0.8948 -3.0317 -0.1 -0.1 -0.1 0.04
H -0.9966 -0.4293 0.3347 0.3 -0.1 -0.1 0.06
H -0.3634 1.1615 0.8471 0.3 0.0 -0.3 0.06
H -2.3257 1.5488 1.9780 -0.1 -0.1 0.0 0.06
H -2.0350 -0.0378 2.2823 -0.1 0.3 -0.1 -0.06
H -1.4346 -1.0634 -3.4245 0.0 0.1 -0.1 0.02
H -2.4624 -2.3575 -2.8679 -0.2 -0.2 0.0 -0.02
H -1.2130 -1.6990 -1.7999 0.1 -0.1 0.1 0.02
H -4.0742 -0.5764 0.3569 0.0 0.2 0.1 0.00
H -3.4208 -2.0566 -0.3551 0.1 -0.1 0.2 0.03
H -4.9781 -1.4857 -0.8812 -0.2 0.0 -0.1 -0.03
Br 3.4341 4.6163 0.1339 0.0 -0.1 0.0 0.62
C 5.1917 4.4324 0.9519 -0.1 0.2 -0.1 -0.69
C 6.2553 4.1413 -0.0717 0.2 -0.2 0.0 -0.68
Br 6.1574 2.3011 -0.6865 -0.1 0.0 -0.1 0.66
H 5.1075 3.6492 1.6979 0.0 0.0 0.0 0.05
H 5.3863 5.3833 1.4426 0.0 0.0 0.0 0.06
H 7.2471 4.2505 0.3637 0.0 0.0 0.0 0.04
H 6.1754 4.7707 -0.9517 0.0 0.0 0.0 0.05
Br 5.1919 -7.1591 -0.7495 -0.1 0.0 0.0 0.61
C 3.6552 -7.4233 0.4147 0.2 -0.1 0.0 -0.69
C 2.6238 -8.3201 -0.2162 -0.2 0.1 0.0 -0.69
Br 1.6149 -7.3909 -1.5944 0.0 -0.2 0.0 0.64
H 3.2643 -6.4373 0.6453 0.0 0.0 0.0 0.04
H 4.0527 -7.8788 1.3190 0.0 0.0 0.0 0.06
H 1.8885 -8.6301 0.5231 0.0 0.0 0.0 0.06
H 3.0610 -9.1969 -0.6820 0.0 0.0 0.0 0.05
Br 9.9443 2.4560 -0.1170 0.0 0.1 0.0 0.60
C 9.7433 1.4192 -1.7501 0.0 0.0 0.2 -0.71
C 11.0268 1.3581 -2.5330 0.0 0.1 -0.2 -0.70
Br 11.3887 3.0322 -3.4560 0.0 0.0 0.1 0.60
H 8.9304 1.8724 -2.3080 0.0 0.0 0.0 0.03
H 9.4473 0.4242 -1.4250 0.0 0.0 0.0 0.06
H 10.9571 0.6046 -3.3143 0.0 0.0 0.0 0.06
H 11.8885 1.1531 -1.9067 0.0 0.0 0.0 0.05
Br -5.2299 -2.8986 -3.5687 -0.1 -0.1 -0.1 0.65
C -6.1250 -1.4469 -4.5008 0.2 0.1 0.1 -0.68
C -7.4429 -1.1147 -3.8584 -0.2 0.0 -0.1 -0.70
Br -8.8162 -2.4291 -4.2732 0.0 0.0 0.1 0.59
H -6.2204 -1.7483 -5.5387 -0.1 0.0 0.0 0.05
H -5.4465 -0.5979 -4.4250 0.0 0.0 0.1 0.04
H -7.8233 -0.1688 -4.2373 0.0 0.0 0.0 0.06
H -7.3750 -1.0701 -2.7756 0.0 0.0 0.0 0.03
Br -0.6778 2.1112 5.8536 0.0 0.0 0.0 0.63
C -0.2648 0.2830 6.3770 0.1 0.2 0.0 -0.68
C -0.2440 -0.6378 5.1880 -0.1 -0.2 0.0 -0.67
Br -2.0427 -1.0436 4.5666 0.0 -0.1 0.2 0.68
H -1.0028 -0.0042 7.1190 0.0 0.0 0.0 0.05
H 0.7176 0.3286 6.8414 0.0 0.0 0.0 0.06
H 0.1958 -1.5962 5.4544 0.0 0.0 0.0 0.06
H 0.2911 -0.2156 4.3432 0.0 0.0 0.0 0.05
Br -5.5128 -4.1802 1.3217 0.0 0.1 -0.1 0.61
C -6.4723 -2.5534 1.7904 0.1 -0.2 0.1 -0.69
C -7.9626 -2.7409 1.6915 -0.1 0.2 -0.1 -0.69
Br -8.5735 -2.7496 -0.1563 0.0 -0.1 0.0 0.61
H -6.1033 -1.7714 1.1351 0.0 0.0 0.0 0.02
H -6.1847 -2.3334 2.8162 0.0 0.0 0.0 0.06
H -8.4816 -1.9102 2.1645 0.0 0.0 0.0 0.06
H -8.2939 -3.6742 2.1342 0.0 0.0 0.0 0.05
Br -2.6499 2.4632 9.8061 0.0 0.0 -0.1 0.59
C -3.0569 3.7022 8.3612 0.1 0.0 0.1 -0.73
C -4.2317 4.5811 8.6958 -0.2 0.0 -0.1 -0.70
Br -5.9168 3.6190 8.5533 0.0 0.0 0.1 0.60
H -3.2201 3.1025 7.4723 0.0 0.0 0.0 0.02
H -2.1579 4.3007 8.2326 0.0 0.0 0.0 0.05
H -4.3045 5.4011 7.9849 0.0 0.0 0.0 0.06
H -4.1821 4.9781 9.7042 0.0 0.0 0.0 0.05
Br -2.4362 3.0375 -5.1153 -0.1 0.0 -0.1 0.65
C -3.4209 4.6328 -4.6000 0.0 -0.1 -0.1 -0.68
C -2.5757 5.8695 -4.7395 0.0 0.1 0.2 -0.70
Br -1.2644 6.0019 -3.3076 0.0 0.0 -0.1 0.61
H -3.7620 4.4725 -3.5820 0.0 0.0 0.0 0.05
H -4.2783 4.6771 -5.2680 0.0 0.0 0.0 0.06
H -3.1911 6.7626 -4.6565 0.0 0.0 0.0 0.06
H -2.0237 5.8937 -5.6731 0.0 0.0 0.0 0.05